1.
32
Properties=species:S:1:pos:R:3:forces:R:3:lowdin_charge:R:1 method="wB97M-V/def2-TZVPD" e_homo_ev="-7.23 / -6.94" spin_multiplicity=3 total_charge=0 lumo_ev="-0.389 / -0.398"
Pd -1.352187 0.814500 0.718500 0.8227 -1.6730 -0.0407 1.325
C 0.050813 0.704500 -1.195500 3.3459 0.8108 -0.5600 -0.718
O -0.581187 1.534500 -0.522500 7.4034 9.8306 -13.9883 -0.184
O 0.445813 1.117500 -2.474500 -0.1328 -1.4959 0.6977 0.086
O 0.613812 -0.247500 -0.616500 -0.6277 -0.8890 -2.0539 -0.006
H -0.124187 1.789500 -2.856500 -0.2803 0.2050 0.3645 0.124
C -3.403187 1.676500 2.043500 -0.9561 -0.6577 0.2646 -0.791
O -2.511188 1.870500 1.204500 -9.8435 13.4529 2.3954 -0.208
O -4.232188 2.702500 2.252500 -1.6159 -2.0268 2.4702 0.164
O -3.485188 0.580500 2.549500 -1.3068 -0.8743 1.8985 0.058
H -4.045187 3.432500 1.727500 0.9314 1.8653 -1.6620 0.080
O -2.227187 -0.537500 0.204500 -8.2760 -13.6242 -5.1813 -0.175
H -3.112187 -0.891500 0.143500 -1.1930 -0.4838 0.0060 0.099
H -1.655188 -1.329500 0.131500 -0.1569 -0.4064 0.1293 0.057
O 2.886813 -0.428500 -2.603500 -0.5488 -0.7676 -0.2368 -0.066
H 2.836812 -1.404500 -2.609500 0.6323 0.4420 0.0632 0.008
H 1.939813 -0.242500 -2.538500 0.3079 0.4207 -0.0744 -0.016
O 2.430812 -0.030500 1.447500 -0.5514 -1.0532 2.6456 -0.040
H 2.656812 0.714500 0.920500 0.4730 0.8599 -1.3663 -0.044
H 2.016813 -0.660500 0.870500 -0.1663 -0.2578 -0.6244 0.012
O -0.557187 -2.859500 0.256500 -0.0694 0.0280 -0.8264 -0.023
H -0.554187 -2.949500 -0.705500 0.2170 0.4869 -0.1561 0.056
H -0.762187 -3.765500 0.476500 -0.2072 -0.4678 0.8154 0.062
O 2.403812 -3.026500 -1.625500 0.4915 -0.4267 -0.3080 -0.016
H 1.943812 -3.827500 -1.845500 0.1331 -0.9590 -0.4236 0.042
H 1.692813 -2.538500 -1.247500 -0.6708 1.3244 0.8717 -0.008
O -0.442188 0.395500 2.032500 12.3993 -4.0455 12.5182 -0.163
H 0.533812 0.596500 2.033500 0.1105 -0.8272 0.0773 0.106
H -0.682187 0.593500 2.902500 -0.9523 0.3441 2.6932 0.083
O 2.756813 1.865500 -0.259500 0.0120 0.2962 -0.8605 -0.005
H 2.177812 1.781500 -1.032500 0.4895 -0.3272 -0.0920 0.046
H 2.339812 2.569500 0.217500 -0.2141 0.8961 0.5439 0.058

=====

2.
8
Properties=species:S:1:pos:R:3:forces:R:3:lowdin_charge:R:1 method="wB97M-V/def2-TZVPD" e_homo_ev=-9.04 total_charge=0 lumo_ev=-1.876 relative_energy_kcal_mol=45.7
C -0.805562 0.469639 -0.701667 1.9414 -2.9502 -4.9724 -0.146
N -1.800727 0.327958 0.009808 -3.6246 -0.6463 3.7233 -0.229
N -2.631695 0.134486 0.753889 0.1467 0.1690 -0.5111 0.217
O 1.595488 -0.504054 2.060028 0.0041 -0.1355 -1.3557 -0.571
S 3.240446 -0.741111 -0.330862 -1.3412 0.0655 0.7744 0.201
S 1.565716 -0.821322 0.622461 1.4571 -0.1078 0.6814 0.367
H -0.364337 1.380988 -0.802753 1.1577 2.3724 -0.0152 0.039
H -0.799328 -0.246586 -1.610902 0.2586 1.2330 1.6753 0.123

=====

3.
30
Properties=species:S:1:pos:R:3:forces:R:3:lowdin_charge:R:1 method="wB97M-V/def2-TZVPD" e_homo_ev="-7.76 / -12.28" spin_multiplicity=6 total_charge=+1 lumo_ev="-2.451 / -5.744"
C -0.039308 -0.020377 -1.591242 1.2553 -1.5496 -1.2856 -0.440
C -0.909985 -0.993117 -2.286832 0.2062 0.2400 -0.0167 -0.071
C -0.458654 -2.299908 -2.075001 0.9981 0.2496 0.8020 -0.063
C 0.744576 -2.281677 -1.308649 -1.2759 -0.2834 0.0623 -0.066
C 1.089135 -0.912716 -0.930050 -0.3405 1.9930 -1.4434 -0.275
Ir -0.011413 0.451007 0.344373 1.3353 -0.7955 0.6193 1.171
P -0.466804 2.585179 0.196389 -0.8108 2.2774 -0.4998 0.467
H 0.221170 0.969058 -2.004505 -0.2596 -0.5255 -0.4833 0.063
H -1.783569 -0.653761 -2.834012 0.0869 -0.3555 0.0873 0.109
H -0.964465 -3.211729 -2.396061 0.2212 0.3743 -0.0281 0.115
H 2.128844 -0.566642 -0.815671 -0.4708 -0.3788 -0.2848 0.089
H 1.334870 -3.137683 -0.988630 -0.2568 0.1511 -0.2462 0.106
H -1.590296 2.910571 1.025200 0.4650 0.2126 -0.2350 -0.087
H -0.945816 3.000032 -1.099384 0.3519 -0.0548 0.6975 -0.067
H 0.427372 3.683153 0.512007 -0.5569 -0.3249 -0.1397 -0.085
C -1.205679 -0.408321 5.408590 0.1821 0.3467 0.2675 -0.009
N -1.050372 -0.843041 4.023309 0.7231 0.8158 -0.6488 -0.121
C -1.694788 -2.069276 3.581335 -0.4167 -0.6139 -0.0339 -0.008
C -0.366791 -0.131654 3.119827 -0.9927 -1.6087 0.5464 -0.442
C 0.334489 1.117789 3.486695 0.0099 0.1441 0.3781 -0.012
O -0.365755 -0.625353 1.932285 -0.7145 -0.4981 2.0474 -0.256
H -1.748213 -1.192010 5.947509 0.2298 0.3556 -0.0710 0.098
H -1.772824 0.537119 5.464026 0.1688 -0.4133 0.0025 0.110
H -0.218564 -0.250162 5.873114 -0.4352 -0.1422 -0.0597 0.103
H -2.487740 -1.862493 2.848967 0.2821 -0.0223 0.1783 0.110
H -0.970451 -2.760752 3.132689 -0.1796 0.2505 0.0974 0.108
H -2.141930 -2.544553 4.458106 0.0901 0.0533 -0.2596 0.095
H 0.991321 1.421647 2.663868 -0.1130 0.0236 0.1814 0.044
H -0.409898 1.900361 3.704125 0.3550 -0.1106 -0.0645 0.113
H 0.932037 0.937807 4.389922 -0.1376 0.1895 -0.1674 0.102

=====

4.
10
Properties=species:S:1:pos:R:3:forces:R:3:lowdin_charge:R:1 method="wB97M-V/def2-TZVPD" e_homo_ev=-10.96 total_charge=0 smiles="O=COOCO" lumo_ev=0.673 relative_energy_kcal_mol=89.4
C -1.412224 0.700900 -0.000728 -1.3240 0.2497 1.7991 -0.317
C 1.207641 -0.316559 -0.146514 -1.0684 0.1895 -1.6717 -0.296
O -0.357387 1.375989 0.460373 0.6582 0.0581 -1.0175 0.025
O 0.819166 0.635941 0.818111 -0.2155 0.3205 1.1691 -0.020
O -1.686680 -0.461651 0.120526 0.4588 0.0345 -0.7558 0.088
O 0.749913 -1.579935 0.097218 -0.4977 -0.6432 0.3918 -0.018
H -0.239118 -1.561774 0.118894 0.8999 0.0793 -0.0442 0.078
H -2.155547 1.476077 -0.261070 0.2712 -0.1425 -0.3744 0.161
H 0.774074 0.061775 -1.129072 1.0563 -0.2365 0.7555 0.154
H 2.300163 -0.330763 -0.077739 -0.2388 0.0907 -0.2518 0.145